Entry from OMol25: a 2-piece molecular cluster, C4H13NO2 overall in a non-equilibrium geometry (ωB97M-V/def2-TZVPD).

ORCA input file:
```
! wB97M-V def2-TZVPD RIJCOSX def2/J DEFGRID3
* xyz 1 2
C 1.189 1.204 -1.012
C 1.419 -0.051 -0.198
C 0.388 -0.136 0.908
C 0.444 0.939 2.004
O -0.976 -0.151 0.450
N 1.467 -1.211 -1.114
H 0.145 1.284 -1.368
H 1.425 2.129 -0.451
H 1.904 1.222 -1.905
H 2.446 0.006 0.169
H 0.576 -1.119 1.402
H -0.228 0.841 2.839
H 1.395 0.940 2.413
H 0.427 1.867 1.419
H -1.144 0.762 0.187
H 0.529 -1.278 -1.574
H 1.532 -2.069 -0.538
H -2.472 -1.036 -0.502
H -2.957 0.195 -1.215
O -3.336 -0.725 -0.861
*
```

Properties
HOMO level (spin up / spin down)   -14.246 / -14.225 eV
F_max   5.20 eV Å⁻¹
Frontier orbital gap (spin up / spin down)   10.75 / 4.47 eV
Lowest unoccupied orbital energy (spin up / spin down)   -3.5 / -9.8 eV

Mulliken population analysis, charges in e, atoms 1 to 2:
1 C -1.50
2 C 0.42

Entry from OMol25: C30H25BrIrN5O8S4 as an isolated structure in a non-equilibrium geometry (ωB97M-V/def2-TZVPD).

ORCA input file:
```
! wB97M-V def2-TZVPD RIJCOSX def2/J DEFGRID3
* xyz -1 2
Ir 0.255 0.175 0.372
S -1.243 -0.943 1.784
C -0.566 -0.666 3.328
C -1.349 -0.877 4.486
C -0.807 -0.702 5.730
C 0.540 -0.306 5.873
C 1.320 -0.092 4.767
C 0.780 -0.270 3.478
S 1.745 -0.112 2.082
H -2.384 -1.173 4.375
H -1.420 -0.862 6.607
H 0.960 -0.163 6.860
H 2.353 0.212 4.872
O 5.186 -0.432 -2.617
C 4.585 -1.605 -2.489
O 5.056 -2.621 -2.945
C 3.292 -1.625 -1.758
C 2.524 -2.762 -1.555
N 1.420 -2.418 -0.882
N 1.431 -1.108 -0.650
C 2.539 -0.595 -1.170
C 2.724 0.875 -0.997
O 3.727 1.430 -1.446
O 1.775 1.450 -0.355
H 4.671 0.314 -2.184
H 2.704 -3.776 -1.866
H 0.518 -2.990 -0.705
Br -5.708 -1.461 -4.356
C -4.749 -2.692 -3.275
C -5.209 -3.994 -3.159
N -4.585 -4.907 -2.423
C -3.469 -4.536 -1.795
C -2.947 -3.250 -1.848
C -3.609 -2.296 -2.604
C -1.677 -2.875 -1.112
O -0.814 -3.789 -0.954
O -1.584 -1.701 -0.732
H -6.109 -4.304 -3.678
H -2.956 -5.291 -1.212
H -3.227 -1.283 -2.647
C 0.006 6.197 -0.045
N -0.830 5.102 0.428
N -0.217 4.027 1.040
C -0.945 2.896 0.799
O -0.672 1.791 1.352
C -2.035 3.281 -0.018
C -1.893 4.611 -0.267
C -2.642 5.481 -1.209
C 0.697 4.223 2.111
C 1.830 3.433 2.180
C 2.691 3.593 3.256
C 2.435 4.548 4.229
C 1.302 5.346 4.137
C 0.419 5.177 3.082
H 0.864 6.288 0.615
H -0.565 7.123 -0.001
H 0.355 6.010 -1.061
H -2.778 2.613 -0.411
H -3.553 4.978 -1.523
H -2.035 5.664 -2.099
H -2.903 6.439 -0.758
H 2.023 2.708 1.402
H 3.570 2.965 3.321
H 3.116 4.671 5.062
H 1.093 6.087 4.897
H -0.486 5.768 3.011
C 0.490 -0.008 -4.279
O 0.692 1.357 -3.905
C 0.164 1.864 -2.779
S 0.479 3.463 -2.506
S -0.834 0.783 -1.839
H 1.054 -0.123 -5.202
H -0.565 -0.217 -4.449
H 0.867 -0.688 -3.516
*
```

Properties
HOMO level (spin up / spin down)   -5.024 / -5.098 eV
F_max   2.11 eV Å⁻¹
Frontier orbital gap (spin up / spin down)   7.18 / 5.31 eV
Lowest unoccupied orbital energy (spin up / spin down)   2.2 / 0.2 eV

Mulliken population analysis, charges in e, atoms 1 to 2:
1 Ir 2.53
2 S -0.36

Entry from OMol25: a 2-piece molecular cluster, C10H16O overall in a non-equilibrium geometry (ωB97M-V/def2-TZVPD).

ORCA input file:
```
! wB97M-V def2-TZVPD RIJCOSX def2/J DEFGRID3
* xyz 0 1
C -3.433 0.581 -1.642
C -2.122 -0.046 -2.219
H -4.146 -0.174 -1.464
H -3.327 1.103 -0.569
H -3.952 1.216 -2.374
H -2.274 -0.091 -3.339
H -1.907 -1.117 -1.773
H -1.227 0.473 -2.070
C 1.294 -1.357 2.174
C 1.970 -2.707 1.720
C 1.028 -0.359 1.055
C -0.191 0.378 1.244
C 2.119 -0.016 0.293
C -0.275 1.549 0.549
C 1.898 1.079 -0.581
C 0.823 1.867 -0.300
O 0.971 3.111 -0.881
H 0.393 -1.558 2.636
H 2.051 -0.922 2.800
H 2.969 -2.694 1.213
H -0.860 -0.200 1.838
H 2.936 -0.639 0.293
H -0.962 2.280 0.665
H 2.626 1.282 -1.380
H 0.181 3.574 -1.170
H 1.303 -3.077 0.985
H 2.116 -3.535 2.295
*
```

Properties
HOMO level   -8.280 eV
F_max   4.41 eV Å⁻¹
Structure (SMILES)   CCc1ccc(O)cc1.CC
Frontier orbital gap   9.11 eV
Lowest unoccupied orbital energy   0.8 eV

Mulliken population analysis, charges in e, atoms 1 to 2:
1 C -0.79
2 C -0.55

Entry from OMol25: C8H15AuClI2N2OP as an isolated structure in a non-equilibrium geometry (ωB97M-V/def2-TZVPD).

ORCA input file:
```
! wB97M-V def2-TZVPD RIJCOSX def2/J DEFGRID3
* xyz 2 3
I 2.154 0.805 2.208
I -0.734 -2.691 -0.871
Au -0.125 0.332 -0.274
P 1.768 -0.256 -1.582
C 2.836 -1.570 -0.904
C 1.408 -0.802 -3.277
H 2.344 1.997 -2.207
H 3.697 0.853 -2.484
H 3.355 1.413 -0.825
C 2.902 1.151 -1.787
H 0.821 -0.025 -3.785
H 2.366 -0.945 -3.798
H 3.645 -1.749 -1.630
H 2.235 -2.484 -0.784
H 0.862 -1.751 -3.244
H 3.269 -1.245 0.054
C 0.694 -0.607 1.457
O 0.404 -1.586 2.080
Cl -0.624 1.822 -2.017
C -2.760 -1.288 2.090
C -2.583 0.159 1.864
N -1.699 0.869 1.137
C -2.003 2.221 1.277
C -3.074 2.334 2.110
N -3.422 1.040 2.454
H -2.399 -1.568 3.099
H -3.843 -1.518 2.057
H -2.238 -1.911 1.336
H -1.451 2.988 0.753
H -3.596 3.222 2.453
H -4.209 0.791 3.038
*
```

Properties
HOMO level (spin up / spin down)   -15.543 / -15.537 eV
F_max   4.04 eV Å⁻¹
Frontier orbital gap (spin up / spin down)   6.82 / 4.32 eV
Lowest unoccupied orbital energy (spin up / spin down)   -8.7 / -11.2 eV

Mulliken population analysis, charges in e, atoms 1 to 2:
1 I 0.33
2 I 0.37

Entry from OMol25: an isolated molecule of C4H5ClN2 in a non-equilibrium geometry (ωB97M-V/def2-TZVPD).

ORCA input file:
```
! wB97M-V def2-TZVPD RIJCOSX def2/J DEFGRID3
* xyz 0 1
C -0.500 1.014 -0.757
C 0.888 -0.878 0.125
C -0.298 -0.949 0.961
C -0.369 -0.394 -0.420
N 1.200 2.537 0.145
N 0.409 1.854 -0.333
Cl -2.016 1.835 -1.322
H 1.587 0.003 0.172
H 1.419 -1.735 -0.402
H -0.889 -1.919 1.085
H -0.387 -0.332 1.858
H -1.043 -1.035 -1.111
*
```

Properties
HOMO level   -8.124 eV
F_max   4.29 eV Å⁻¹
Frontier orbital gap   8.23 eV
Lowest unoccupied orbital energy   0.1 eV

Mulliken population analysis, charges in e, atoms 1 to 2:
1 C 0.29
2 C -0.57

Entry from OMol25: C2HO6S2 as an isolated structure in a non-equilibrium geometry (ωB97M-V/def2-TZVPD).

ORCA input file:
```
! wB97M-V def2-TZVPD RIJCOSX def2/J DEFGRID3
* xyz -1 1
C -0.961 1.484 0.229
C 0.234 -0.969 -0.107
O 2.313 0.217 -0.557
O -1.657 1.885 1.113
O -1.930 -2.385 0.589
O 0.409 1.364 0.474
O 1.140 -1.707 0.217
O -1.151 1.334 -1.021
S -1.447 -1.118 -0.062
S 0.857 0.536 -0.854
H 2.192 -0.641 -0.018
*
```

Properties
HOMO level (spin up / spin down)   -4.245 / -4.245 eV
F_max   3.47 eV Å⁻¹
Frontier orbital gap (spin up / spin down)   7.43 / 7.43 eV
Lowest unoccupied orbital energy (spin up / spin down)   3.2 / 3.2 eV

Mulliken population analysis, charges in e, atoms 1 to 2:
1 C 0.68
2 C 0.49

Entry from OMol25: a 3-piece molecular cluster, C2H10NO2 overall in a non-equilibrium geometry (ωB97M-V/def2-TZVPD).

ORCA input file:
```
! wB97M-V def2-TZVPD RIJCOSX def2/J DEFGRID3
* xyz 1 1
C 0.526 0.555 2.131
C -0.391 -1.491 1.281
N 0.297 -0.458 1.060
H 1.185 0.109 2.866
H 0.978 1.442 1.701
H -0.451 0.752 2.566
H -0.629 -1.918 2.233
H -0.703 -2.055 0.414
H 0.776 -0.264 0.155
H 2.169 1.003 -0.832
H 2.201 -0.097 -1.894
O 1.753 0.165 -1.079
H -2.984 1.080 -2.225
H -2.304 0.535 -3.491
O -2.130 0.839 -2.596
*
```

Properties
HOMO level   -14.334 eV
F_max   1.89 eV Å⁻¹
Frontier orbital gap   9.61 eV
Lowest unoccupied orbital energy   -4.7 eV

Mulliken population analysis, charges in e, atoms 1 to 2:
1 C -0.81
2 C -0.12

In the order shown, the computed energy above the lowest of the compared OMol25 structures with the same formula, charge and spin values come out to 2.758 1.172 3.026 0.000 3.811 1.598 1.006 eV.